Entry 1:
# C4H11NO2

2 unconnected molecules or ions with the total composition C4H11NO2 in a non-equilibrium geometry (ωB97M-V with the def2-TZVPD basis set, OMol25).

Output
Energy above the lowest of the compared OMol25 structures with the same formula, charge and spin   111.2 kJ/mol
LUMO level   0.8 eV
Gap between HOMO and LUMO   10.614 eV
HOMO energy   -0.3600 Eh
SMILES   CCNC(C)=O.O
E_tot   -364.22584 Ha

Geometry as XYZ:
```
18
C4H11NO2 (ωB97M-V with the def2-TZVPD basis set)
C -0.7892 1.0123 0.6237
H -1.4083 -2.3126 0.6357
H 0.1218 1.1845 -1.1481
H 2.0461 0.2138 -0.0909
H -1.7560 2.5237 -0.6014
H 1.3496 -1.0288 0.8601
H -0.7228 -1.2527 1.4703
O -0.5364 -2.1119 0.9949
C 1.2930 -0.5702 -0.1195
H 1.4681 -0.9082 -2.2328
C 1.4193 -1.4759 -1.3073
H -0.7179 3.1511 0.6864
C -1.4317 2.3725 0.4254
O -0.9279 0.4064 1.6946
H -2.3006 2.4640 1.0715
N -0.0199 0.5542 -0.3694
H 2.3339 -2.0655 -1.1994
H 0.5789 -2.1567 -1.3938
```

Löwdin charges, unit e, in atom order: -0.56, 0.04, 0.11, 0.09, 0.07, 0.09, 0.01, -0.11, -0.12, 0.07, -0.11, 0.08, 0.00, 0.00, 0.08, 0.11, 0.08, 0.07

***

Entry 2:
# C9H16ClIIrN2O2P

A molecular structure, C9H16ClIIrN2O2P in a non-equilibrium geometry (ωB97M-V with the def2-TZVPD basis set, OMol25).

Output
Energy above the lowest of the compared OMol25 structures with the same formula, charge and spin   163.1 kJ/mol
LUMO level (spin up / spin down)   -9.6 / -11.3 eV
Net charge   +2
Gap between HOMO and LUMO (spin up / spin down)   4.522 / 3.171 eV
HOMO energy (spin up / spin down)   -0.5184 / -0.5311 Eh
Spin multiplicity   5
E_tot   -1815.30493 Ha

Geometry as XYZ:
```
33
C9H16ClIIrN2O2P (ωB97M-V with the def2-TZVPD basis set)
N -1.1257 -0.0684 2.4633
I 4.9630 0.9196 -0.6545
C 1.0853 1.3345 -2.0244
O 1.2537 0.1202 1.2479
H -2.0227 -0.6096 -2.6790
H -1.1007 3.3055 -1.3411
O 3.7055 -1.8854 -0.6061
N -0.2117 -0.3642 4.3892
H 1.6975 0.4326 -1.8070
H -0.1866 -1.0071 -2.6548
H 1.0577 1.5255 -3.1159
Cl -3.5817 1.4220 0.2388
H -0.6196 -2.4572 4.6237
H 1.0300 -3.6092 -0.7511
H -2.5127 2.3449 -1.9381
H 0.6216 -2.0333 0.0887
H 0.3204 -2.1514 -1.5319
C -1.2067 -1.4414 2.7517
H -0.8484 0.2788 -3.7327
C 0.4834 0.9234 0.8996
H 0.3049 -0.1451 5.2340
H -0.0044 1.5419 3.5305
C 2.6648 -1.6593 -1.0718
C -0.7163 -1.6010 4.0096
P -0.6410 0.9886 -1.5294
H -1.1337 2.6285 -3.0307
C -1.4119 2.5124 -2.0504
H 1.4437 2.2517 -1.5132
Ir -1.3596 0.9156 0.5347
C 1.0907 -2.4989 -0.7855
C -0.4275 0.5369 3.4163
H -1.6319 -2.2339 2.1616
C -0.9793 -0.2170 -2.7720
```

Löwdin charges, unit e, in atom order: -0.13, 0.23, -0.22, 0.14, 0.09, 0.08, -0.01, 0.12, 0.00, 0.05, 0.09, 0.12, 0.13, 0.08, 0.03, 0.01, 0.01, -0.06, 0.09, -0.27, 0.19, 0.17, -0.15, 0.00, 0.60, 0.04, -0.24, 0.08, 0.98, -0.01, -0.16, 0.13, -0.20

***

Entry 3:
# C20H23Cl5FeN5O4P

A molecular structure, C20H23Cl5FeN5O4P in a non-equilibrium geometry (ωB97M-V with the def2-TZVPD basis set, OMol25).

Output
Energy above the lowest of the compared OMol25 structures with the same formula, charge and spin   0.0 kJ/mol
LUMO level (spin up / spin down)   -4.4 / -5.6 eV
Net charge   +1
Gap between HOMO and LUMO (spin up / spin down)   7.554 / 6.374 eV
HOMO energy (spin up / spin down)   -0.4401 / -0.4388 Eh
Spin multiplicity   6
E_tot   -5256.57846 Ha

Geometry as XYZ:
```
59
C20H23Cl5FeN5O4P (ωB97M-V with the def2-TZVPD basis set)
C 3.6941 -0.9695 -0.5784
H 1.0486 3.5341 1.9130
Fe 0.6474 -1.3735 0.6142
Cl 0.5170 -6.3568 -2.3456
H -0.1601 4.7790 2.5200
Cl -3.6303 -4.7830 0.8041
H -3.1175 0.9944 -4.1719
C -2.1608 4.1483 0.5147
C 0.5576 -1.5472 3.8022
H -2.7187 -1.2597 -2.1214
Cl 2.0742 -3.7241 -1.4832
H -0.7186 1.4947 -4.0061
N 1.0686 -1.5269 2.5826
H 0.1224 1.4547 -2.4154
H -1.1304 2.7122 -2.7498
C -0.1837 -5.1816 -1.2893
O -1.5238 0.8828 1.4911
N 1.5810 -1.4263 4.6750
C 0.4671 -3.9585 -0.9325
O -0.3967 2.6112 -0.0413
H 1.1602 4.7305 -0.3700
H -0.5595 3.0354 2.5686
C -3.2485 1.2059 -3.0899
H 1.5708 -1.5645 5.6746
H 0.0685 5.8804 0.3655
C -1.8485 -0.7157 -2.4573
P -0.9813 1.1523 0.1257
H -1.6005 -1.0612 -3.4663
N 5.6101 -1.1964 0.7983
C -0.6494 3.8986 0.5995
N 2.8124 -1.1835 0.4234
C -0.1198 -3.0970 -0.0189
N 2.7939 -1.2758 4.0369
Cl -2.2922 -6.9275 -1.1097
H -2.6978 3.4052 1.1388
H -2.5189 4.0239 -0.5536
O -2.1701 1.1001 -0.9479
C -0.0574 3.8079 1.9907
C -2.0648 -4.5188 0.1235
C 2.4487 -1.3645 2.7696
Cl -2.0744 -2.2656 1.6410
H -0.9867 -1.0488 -1.8255
H 3.3062 -0.9078 -1.5962
C -1.9914 0.7790 -2.3905
C 0.0876 4.9350 -0.2283
H 5.7755 -0.5625 -1.1643
C 3.3886 -1.2935 1.6489
O 0.1589 0.2506 -0.4030
C -0.8582 1.6483 -2.9216
H -4.1284 0.6280 -2.7748
H -0.4098 5.1221 -1.1958
C 4.7997 -1.4623 1.8104
H 5.2977 -1.7335 2.7281
C -1.3834 -3.3780 0.5244
H -3.4087 2.3049 -3.0149
C 5.0721 -0.8887 -0.4005
H -0.4678 -1.7150 4.1063
H -2.3889 5.1926 0.8565
C -1.4821 -5.4445 -0.7834
```

Löwdin charges, unit e, in atom order: -0.10, 0.11, 1.05, 0.71, 0.10, 0.71, 0.10, -0.02, -0.07, 0.09, 0.74, 0.10, 0.03, 0.08, 0.10, -0.67, -0.30, 0.08, -0.69, -0.18, 0.09, 0.07, -0.04, 0.17, 0.10, -0.03, 0.27, 0.10, 0.11, -0.63, 0.04, -0.28, 0.17, 0.73, 0.09, 0.10, -0.16, -0.04, -0.68, -0.27, 0.78, 0.06, 0.12, -0.61, -0.04, 0.13, -0.15, -0.36, -0.03, 0.10, 0.09, -0.02, 0.13, -0.70, 0.10, -0.05, 0.14, 0.10, -0.67

***

Entry 4:
# C9H14O

2 unconnected molecules or ions with the total composition C9H14O in a non-equilibrium geometry (ωB97M-V with the def2-TZVPD basis set, OMol25).

Output
Energy above the lowest of the compared OMol25 structures with the same formula, charge and spin   195.8 kJ/mol
LUMO level   0.9 eV
Gap between HOMO and LUMO   9.395 eV
HOMO energy   -0.3129 Eh
SMILES   Cc1ccc(O)cc1.CC
E_tot   -426.49822 Ha

Geometry as XYZ:
```
24
C9H14O (ωB97M-V with the def2-TZVPD basis set)
C 2.9444 -0.5422 1.4181
C -0.3045 1.0098 0.3021
H -0.1230 2.2194 1.9332
H -3.2290 -0.5370 -0.4113
C -1.5947 0.6030 0.4803
H -2.2855 0.5946 1.3969
H -2.8881 -1.1155 -3.1298
H 2.5107 -1.6383 3.3426
C -0.1211 -0.2757 -1.6682
H 1.5320 0.9103 -0.8555
H -1.3903 -0.9836 -3.7066
C -1.4341 -0.6010 -1.6479
H 3.8706 -0.0257 1.5442
C 2.5445 -0.6108 2.8879
C 0.4307 0.5970 -0.7475
H 2.4357 0.1668 0.8264
C -1.9377 -1.3897 -2.7916
H 3.3990 -0.1179 3.3690
H 0.5455 -0.5181 -2.5356
O 0.3789 1.7352 1.2632
C -2.2062 -0.2308 -0.4877
H -1.9877 -2.5503 -2.5065
H 1.5937 -0.2062 3.1808
H 3.0571 -1.4378 0.9735
```

Löwdin charges, unit e, in atom order: -0.14, -0.36, 0.11, 0.10, -0.03, 0.14, 0.04, 0.08, -0.07, 0.15, 0.10, -0.32, 0.06, -0.15, -0.04, 0.01, -0.08, 0.06, 0.13, 0.02, -0.01, 0.13, 0.04, 0.03

***

Entry 5:
# C4H9NO

A molecular structure, C4H9NO in a non-equilibrium geometry (ωB97M-V with the def2-TZVPD basis set, OMol25).

Output
Energy above the lowest of the compared OMol25 structures with the same formula, charge and spin   476.7 kJ/mol
LUMO level   0.2 eV
Gap between HOMO and LUMO   9.583 eV
HOMO energy   -0.3450 Eh
E_tot   -287.65088 Ha

Geometry as XYZ:
```
15
C4H9NO (ωB97M-V with the def2-TZVPD basis set)
H 1.4304 -1.2099 0.5627
C -0.0671 0.0117 -0.4622
H 0.0772 0.9990 -0.9050
H -0.3947 2.1510 1.8103
H -1.1227 -1.6412 -1.6110
C -0.9849 -0.5153 -1.5638
H 1.5291 1.1605 1.5506
C 1.2190 -0.6266 -0.5159
H -0.5547 -0.2227 -2.5995
H -0.6462 -0.9031 1.2978
O 1.8271 -0.6163 -1.7283
H 0.0736 0.4828 2.9448
H -1.9931 -0.0772 -1.4985
C 0.1934 0.9918 1.8115
N -0.5863 0.0154 0.9065
```

Löwdin charges, unit e, in atom order: 0.18, -0.49, 0.15, 0.12, 0.09, -0.07, 0.15, -0.15, 0.11, 0.08, -0.06, 0.10, 0.08, -0.17, -0.12

***

Entry 6:
# C5H8O2

C5H8O2 in the gas phase in a non-equilibrium geometry (ωB97M-V with the def2-TZVPD basis set, OMol25).

Output
Energy above the lowest of the compared OMol25 structures with the same formula, charge and spin   253.6 kJ/mol
LUMO level   0.8 eV
Gap between HOMO and LUMO   9.957 eV
HOMO energy   -0.3377 Eh
SMILES   C[C@@]12C[C@]1(O)CO2
E_tot   -345.70838 Ha

Geometry as XYZ:
```
15
C5H8O2 (ωB97M-V with the def2-TZVPD basis set)
C 1.8347 -0.1249 0.8423
C -0.1158 -0.8400 -0.8555
C 0.5711 0.1244 0.0875
H 0.1524 -1.8841 -0.7116
H 1.8847 -1.1703 1.1608
H 1.8904 0.5135 1.7297
H -0.3317 -0.5500 -1.8829
O -1.3992 -0.9082 1.3673
C -1.1419 1.2720 -0.0229
H -1.4725 1.8954 0.8233
C -0.8452 -0.2193 0.3115
O 0.2627 1.4701 -0.2818
H -1.7674 1.4931 -0.9034
H 2.7071 0.0825 0.2128
H -2.2220 -1.1394 0.8931
```

Löwdin charges, unit e, in atom order: 0.01, 0.03, -0.43, 0.12, 0.09, 0.09, 0.11, 0.05, -0.06, 0.13, -0.43, -0.05, 0.12, 0.09, 0.12